1.
The following is a quantum chemistry calculation of a cluster of 2 separate species, C4H9O2 in total in a non-equilibrium geometry, from the OMol25 dataset.

Results
Multiplicity: 2
Net charge: -2
E_HOMO (alpha / beta): 3.92 / -1.41 eV

Last column: Mulliken spin population.
Positions of all 15 atoms, in Å:
C -0.61 -0.14 1.14  -0.19
C -1.25 1.25 0.92  0.13
O -0.56 2.28 1.06  -0.04
O -2.50 1.18 0.71  -0.07
H -0.98 -0.64 2.05  -0.04
H 0.46 -0.06 1.36  0.03
H -0.80 -0.82 0.30  0.16
C 1.61 -2.20 -2.16  3.48
C 2.36 -1.39 -1.09  0.07
H 1.95 -1.92 -3.17  -1.37
H 1.52 -3.25 -1.90  -0.58
H 0.61 -1.75 -2.30  -0.37
H 1.79 -0.58 -0.63  0.09
H 3.13 -0.80 -1.61  -0.21
H 2.92 -1.96 -0.36  -0.10

2.
The following is a quantum chemistry calculation of a cluster of 2 separate species, C4H9O2S in total in a non-equilibrium geometry, from the OMol25 dataset.

Results
Net charge: -1
E_HOMO: -4.31 eV

Last column: Mulliken charge in e.
Positions of all 16 atoms, in Å:
C -0.27 0.51 -1.66  -1.12
C -1.10 -0.50 -0.89  -0.35
C -0.46 -0.94 0.41  -0.18
S -1.60 -2.02 1.35  -0.34
H -0.82 0.91 -2.53  0.35
H 0.69 0.13 -2.00  0.28
H 0.02 1.38 -1.08  0.27
H -2.09 -0.07 -0.69  0.29
H -1.26 -1.37 -1.52  0.25
H -0.11 -0.11 1.05  0.08
H 0.44 -1.52 0.24  0.37
H -1.20 -1.72 2.60  0.10
O 2.43 0.55 0.34  -0.64
C 1.93 1.34 1.17  -0.08
O 0.78 1.83 1.18  -0.69
H 2.61 1.60 2.03  0.42

3.
The following is a quantum chemistry calculation of a cluster of 2 separate species, C4H9O2S in total in a non-equilibrium geometry, from the OMol25 dataset.

Results
Net charge: -1
E_HOMO: -4.20 eV

Last column: Mulliken charge in e.
Positions of all 16 atoms, in Å:
S -1.36 -2.84 -2.12  -0.39
C -1.00 -0.21 -1.22  -0.80
C -0.34 -1.33 -2.02  -0.40
H -1.40 -3.08 -0.79  0.26
H -1.98 0.05 -1.66  0.29
H -0.36 0.69 -1.24  0.25
H -1.15 -0.52 -0.18  0.15
H -0.20 -1.03 -3.07  0.32
H 0.65 -1.59 -1.60  0.25
O -1.36 -3.10 0.73  -0.74
O 0.64 -2.02 0.66  -0.67
C -0.30 -2.64 1.23  0.70
C -0.11 -2.89 2.75  -1.02
H 0.42 -3.85 2.89  0.21
H 0.49 -2.09 3.22  0.28
H -1.08 -2.94 3.27  0.29

4.
The following is a quantum chemistry calculation of a cluster of 2 separate species, C4H9O2S2 in total in a non-equilibrium geometry, from the OMol25 dataset.

Results
Net charge: -1
E_HOMO (alpha / beta): -2.34 / -1.40 eV

Last column: Mulliken charge in e.
Positions of all 17 atoms, in Å:
C -0.46 1.00 1.48  -1.02
C 0.45 1.07 -2.09  -0.92
C -1.50 -0.08 1.12  -0.26
C -0.10 -0.25 -1.65  -0.10
O 2.00 -3.68 0.09  -0.47
O 2.06 -1.62 1.55  -0.42
S -1.61 -0.23 -0.68  -0.23
S 1.28 -2.57 0.76  0.62
H -0.44 1.41 2.47  0.37
H 0.47 0.57 1.26  0.22
H -0.58 1.82 0.85  0.30
H -0.15 1.21 -3.03  0.19
H 1.48 1.09 -2.42  0.33
H 0.18 1.85 -1.45  0.22
H -2.56 0.31 1.19  0.22
H -1.23 -1.01 1.63  0.20
H 0.71 -0.89 -1.08  -0.24

5.
The following is a quantum chemistry calculation of a cluster of 2 separate species, C4H9O3 in total in a non-equilibrium geometry, from the OMol25 dataset.

Results
Net charge: -1
E_HOMO: -4.12 eV

Last column: Mulliken charge in e.
Positions of all 16 atoms, in Å:
C 0.83 1.03 -1.56  -0.28
C 1.58 0.11 -0.57  -0.66
C -0.54 1.55 -0.99  0.45
O -0.57 2.76 -0.57  -0.73
O -1.53 0.71 -0.87  -0.76
H 1.55 1.81 -1.68  0.27
H 0.65 0.49 -2.57  0.23
H 1.22 0.13 0.56  0.03
H 2.67 0.39 -0.42  0.31
H 1.33 -1.07 -0.87  0.16
C -0.82 -1.48 1.59  -0.32
O -2.10 -1.20 2.10  -0.58
H -2.56 -0.50 1.42  0.37
H -0.88 -1.14 0.60  0.08
H -0.05 -1.01 2.13  0.22
H -0.78 -2.58 1.70  0.21

6.
The following is a quantum chemistry calculation of a cluster of 2 separate species, C4H9O3 in total in a non-equilibrium geometry, from the OMol25 dataset.

Results
Net charge: +1
E_HOMO: -14.86 eV

Last column: Mulliken charge in e.
Positions of all 16 atoms, in Å:
C 2.31 -0.86 -0.12  -0.17
C -2.58 0.09 -0.45  -0.71
C 0.95 0.98 -0.22  -0.17
C 0.85 0.28 1.07  0.34
O -1.51 -0.42 0.37  -0.42
O 1.70 0.03 -0.96  -0.33
O 1.54 -0.79 1.07  -0.18
H 3.32 -0.68 0.06  0.33
H 2.24 -1.95 -0.39  0.26
H -3.47 -0.57 -0.50  0.38
H -2.85 1.02 0.05  0.25
H 1.47 1.94 -0.05  0.28
H 0.09 1.34 -0.80  0.25
H -2.25 0.28 -1.45  0.27
H -1.85 -1.31 0.48  0.29
H 0.02 0.63 1.83  0.35

7.
The following is a quantum chemistry calculation of the molecule C4H9O6P in a non-equilibrium geometry, from the OMol25 dataset.

Results
SMILES: CO[P@](=O)(O)OCCC(=O)O
E_HOMO: -10.45 eV

Last column: Mulliken charge in e.
Positions of all 20 atoms, in Å:
C 2.28 1.63 0.18  -0.54
O 2.32 0.52 -0.76  -0.31
P 1.53 -0.85 -0.17  0.99
O 1.07 -0.73 1.30  -0.61
O 2.54 -2.23 -0.30  -0.55
O 0.15 -1.21 -1.14  -0.39
C -0.67 0.00 -1.12  0.09
C -2.17 -0.47 -0.68  -0.37
C -2.52 0.32 0.67  0.37
O -3.26 1.33 0.55  -0.52
O -1.98 -0.11 1.92  -0.43
H 1.23 2.12 0.28  0.28
H 2.66 1.32 1.21  0.29
H 2.94 2.45 -0.27  0.25
H 2.38 -2.72 0.55  0.36
H -0.31 0.74 -0.33  -0.07
H -0.69 0.55 -2.12  0.29
H -2.15 -1.59 -0.51  0.27
H -2.88 -0.16 -1.53  0.26
H -2.47 -0.91 2.24  0.33

8.
The following is a quantum chemistry calculation of a structure of composition C4H9O9PS in a non-equilibrium geometry, from the OMol25 dataset.

Results
E_HOMO: -11.11 eV

Last column: Mulliken charge in e.
Positions of all 24 atoms, in Å:
O 1.90 -2.73 -0.87  -0.70
P 2.11 -1.41 -0.26  0.84
O 2.20 -0.25 -1.34  -0.39
O 3.46 -1.35 0.59  -0.52
C 0.76 -1.01 0.90  -0.88
C 0.26 0.43 1.02  0.42
O 1.18 1.41 0.50  -0.34
S 0.49 2.32 -0.63  1.15
O -0.10 3.47 -0.05  -0.58
O 1.39 2.45 -1.71  -0.54
O -0.67 1.27 -0.95  -0.42
C -1.07 0.80 0.36  -0.07
C -2.15 -0.25 0.27  -0.78
O -3.19 0.30 -0.53  -0.18
O -4.04 -0.76 -0.94  -0.40
H 2.13 -0.68 -2.20  0.32
H 3.56 -0.52 1.06  0.34
H 1.09 -1.35 1.88  0.45
H -0.02 -1.68 0.57  0.30
H 0.14 0.64 2.09  0.44
H -1.50 1.65 0.90  0.45
H -2.51 -0.49 1.27  0.35
H -1.80 -1.18 -0.19  0.40
H -3.62 -1.09 -1.74  0.33

9.
The following is a quantum chemistry calculation of the molecule C4H9OP in a non-equilibrium geometry, from the OMol25 dataset.

Results
SMILES: CC(=O)[C@H](C)P
E_HOMO: -9.62 eV

Last column: Mulliken charge in e.
Positions of all 15 atoms, in Å:
C 0.96 -0.37 -0.09  0.35
C 1.37 -0.15 1.38  -1.10
C -0.59 1.31 -1.02  -1.20
C -0.37 -0.16 -0.53  0.26
O 1.86 -1.00 -0.97  -0.60
P -1.51 -0.95 0.82  -0.09
H 1.89 0.84 1.27  0.29
H 2.11 -0.82 1.74  0.33
H 0.61 0.05 2.17  0.38
H -1.31 1.29 -1.91  0.30
H -1.02 1.99 -0.36  0.41
H 0.40 1.78 -1.39  0.31
H -0.45 -0.79 -1.50  0.25
H -1.32 -2.20 0.26  0.07
H -2.63 -0.82 0.15  0.05

10.
The following is a quantum chemistry calculation of a cluster of 2 separate species, C4H9OP in total in a non-equilibrium geometry, from the OMol25 dataset.

Results
SMILES: CC=C=O.CP
E_HOMO: -8.83 eV

Last column: Mulliken charge in e.
Positions of all 15 atoms, in Å:
C -1.59 1.16 1.10  0.58
C -2.66 -0.62 -0.13  -1.00
C 1.70 0.22 -0.60  -0.61
C -1.88 -0.11 1.02  -0.40
O -1.25 2.28 1.18  -0.40
P 3.37 0.07 0.22  -0.06
H 4.32 0.67 -0.64  0.02
H -2.05 -1.45 -0.54  0.25
H -3.49 -1.26 0.11  0.34
H -2.83 0.21 -0.82  0.31
H 1.76 -0.15 -1.60  0.31
H 1.56 1.35 -0.69  0.22
H 0.96 -0.38 -0.07  0.13
H -1.57 -0.87 1.77  0.31
H 3.63 -1.11 -0.30  0.00

Computed values of energy relative to the best compared isomer or geometry (same formula, charge and spin) (unit: kJ/mol) for the preceding records, in sequence: 37.8, 43.8, 18.0, 441.9, 212.1, 85.4, 38.4, 301.5, 200.1, 177.5.
Computed values of E_tot (unit: Ha) for the preceding records, in sequence: -308.1789, -706.5313, -706.5411, -1104.5727, -383.5258, -383.1628, -950.6387, -1574.4954, -574.3023, -574.3109.